No. 1
DFT (ωB97M-V/def2-TZVPD) results for a molecular structure, C20H10AuN4O4S3.

The geometry in XYZ format:
```
42
Properties=species:S:1:pos:R:3:nbo_charge:R:1
Au -0.0680 -0.0077 -0.2113 1.17
S 1.2024 -0.0921 1.9665 -0.08
C 1.8803 1.4161 1.5081 -0.23
S 1.6277 1.8326 -0.1338 -0.12
C 2.5487 2.2432 2.3987 -0.49
C 2.7636 1.8741 3.7336 0.31
N 2.9494 1.5947 4.8339 -0.37
C 2.9921 3.5164 2.0186 0.31
N 3.3287 4.5810 1.7400 -0.37
S -4.2668 -1.5980 0.1944 0.39
C -3.2415 -2.9626 -0.0016 -0.40
C -1.9256 -2.6271 -0.1027 -0.29
C -1.7132 -1.2407 -0.0030 -0.20
C -2.8745 -0.5371 0.1430 -0.30
C -2.9460 0.8928 0.2097 0.20
C -4.1058 1.6379 -0.0177 -0.24
C -4.0251 3.0163 -0.0129 -0.16
C -2.8036 3.6249 0.2491 -0.27
C -1.7034 2.8152 0.4775 0.07
N -1.7781 1.4995 0.4557 -0.48
H -3.6892 -3.9370 -0.0331 0.23
H -1.1362 -3.3449 -0.2415 0.23
H -5.0316 1.1229 -0.2246 0.22
H -4.9020 3.6117 -0.2285 0.21
H -2.7042 4.6994 0.2702 0.22
H -0.7229 3.2256 0.6807 0.22
O -0.8333 0.6120 -2.3864 -0.72
C -0.0937 -0.2564 -2.8976 0.72
O 0.5919 -1.0464 -2.2032 -0.72
C -0.0084 -0.3458 -4.3862 -0.03
C 0.8525 -1.2573 -4.9941 -0.19
C 0.9925 -1.2711 -6.3660 -0.19
C 0.2640 -0.3625 -7.1331 0.01
C -0.6188 0.5368 -6.5339 -0.19
C -0.7493 0.5416 -5.1628 -0.19
N 0.4274 -0.3378 -8.5488 0.52
O -0.2218 0.4809 -9.1893 -0.39
O 1.2075 -1.1317 -9.0604 -0.39
H 1.4096 -1.9391 -4.3713 0.24
H 1.6622 -1.9579 -6.8620 0.24
H -1.1738 1.2242 -7.1569 0.24
H -1.4126 1.2318 -4.6605 0.25
```

Computed properties:
LUMO level (eV): 1.06
Net charge: -1
F_max (hartree/bohr): 0.038
Total energy (Ha): -2618.37327
Kohn-Sham gap (eV): 6.54
2S+1: 1

=====

No. 2
DFT (ωB97M-V/def2-TZVPD) results for a molecular structure, C20H10Cl5N2O2Ta.

The geometry in XYZ format:
```
40
Properties=species:S:1:pos:R:3:nbo_charge:R:1
Ta 0.3584 0.9702 -0.2403 2.49
O 2.1613 1.3406 -0.1016 -0.74
C 3.3784 0.7542 0.1567 0.38
C 4.5314 1.4914 0.0407 -0.26
C 5.7394 0.8520 0.2986 -0.09
C 5.7831 -0.4904 0.6656 -0.20
C 4.6117 -1.2115 0.7857 -0.09
C 3.3752 -0.6012 0.5221 -0.23
C 2.1695 -1.3403 0.7463 0.24
N 0.9607 -0.9243 0.4833 -0.45
N -0.0879 -1.6992 0.9886 -0.32
C -1.1138 -0.9611 1.2248 0.57
O -0.9976 0.3953 0.9201 -0.76
C -2.3699 -1.4149 1.7790 -0.12
C -2.5292 -2.7728 2.0799 -0.15
C -3.7236 -3.2138 2.6122 -0.20
C -4.7551 -2.3105 2.8475 -0.13
C -4.5983 -0.9631 2.5525 -0.19
C -3.4064 -0.5085 2.0189 -0.17
H 4.4902 2.5356 -0.2392 0.26
H 6.6588 1.4164 0.2170 0.25
H 6.7332 -0.9653 0.8646 0.26
H 4.6353 -2.2526 1.0816 0.24
H 2.2324 -2.3053 1.2440 0.26
H -1.7192 -3.4650 1.8958 0.24
H -3.8554 -4.2604 2.8489 0.24
H -5.6882 -2.6616 3.2677 0.24
H -5.4046 -0.2686 2.7426 0.24
H -3.2798 0.5414 1.7933 0.23
Cl -0.2988 -0.7170 -2.2432 0.17
C -0.8525 0.8748 -2.8362 0.00
C -0.5031 1.8345 -1.9238 -0.57
C -0.8490 3.1420 -2.1672 -0.02
Cl -0.4186 4.2489 -0.9101 0.12
C -1.5204 3.4888 -3.3348 -0.09
Cl -1.9479 5.1068 -3.6303 0.15
C -1.8436 2.4711 -4.2564 -0.02
Cl -2.6519 2.8648 -5.6898 0.18
C -1.5111 1.1173 -4.0127 -0.10
Cl -1.8932 -0.1387 -5.0923 0.15
```

Computed properties:
LUMO level (eV): -8.73
Net charge: +2
F_max (hartree/bohr): 0.011
Total energy (Ha): -3385.54605
Kohn-Sham gap (eV): 5.90
2S+1: 1

=====

No. 3
DFT (ωB97M-V/def2-TZVPD) results for a molecular structure, C20H11BBrNO9Ru.

The geometry in XYZ format:
```
44
Properties=species:S:1:pos:R:3:nbo_charge:R:1
Ru 0.0234 2.6509 -0.4732 1.12
O 0.1926 0.4150 5.1604 -0.66
C 0.2356 1.0212 3.9430 0.34
C -0.5096 2.1691 3.6736 -0.30
C -0.4147 2.7058 2.4053 0.15
N 0.3759 2.1434 1.5153 -0.46
C 1.0789 1.0479 1.7338 0.13
C 1.0504 0.4391 2.9706 -0.27
C 1.8311 0.5921 0.4867 0.75
O 2.6434 -0.3079 0.5648 -0.63
O 1.5234 1.2502 -0.5984 -0.71
C -1.1534 3.9207 1.8398 0.76
O -1.8442 4.5961 2.5765 -0.63
O -0.9234 4.1387 0.5765 -0.70
H -0.4289 0.8870 5.7246 0.48
H -1.1602 2.6259 4.4094 0.23
H 1.6158 -0.4607 3.1677 0.25
Br -2.1596 2.0484 -6.2975 0.02
C -1.4688 1.1026 -4.7991 -0.05
C -0.3807 0.2635 -4.9776 -0.28
C 0.0923 -0.4361 -3.8813 -0.08
C -0.4738 -0.2884 -2.6117 -0.43
C -1.5390 0.6036 -2.4635 -0.04
C -2.0588 1.2747 -3.5636 -0.22
C -2.2008 0.8605 -1.1253 0.78
O -3.3574 0.5308 -0.9639 -0.62
O -1.4664 1.3860 -0.1791 -0.67
H 0.0709 0.1490 -5.9530 0.22
H 0.9214 -1.1206 -4.0104 0.21
H -0.2487 2.9992 -2.0289 -0.22
H -2.8998 1.9417 -3.4365 0.24
O 1.1301 -2.0806 -1.6795 -0.64
B 0.0719 -1.1933 -1.4810 1.13
O -0.4935 -1.3798 -0.2244 -0.65
C 0.2265 -2.3902 0.3541 0.30
C 0.0741 -2.9420 1.6034 -0.27
C 0.9734 -3.9500 1.9530 -0.23
C 1.9712 -4.3641 1.0781 -0.23
C 2.1136 -3.7929 -0.1870 -0.23
C 1.2194 -2.8050 -0.5206 0.24
H -0.7001 -2.5975 2.2753 0.23
H 0.8961 -4.4132 2.9282 0.21
H 2.6557 -5.1442 1.3857 0.21
H 2.8946 -4.0964 -0.8702 0.22
```

Computed properties:
LUMO level (alpha / beta) (eV): 2.39 / 2.40
Net charge: -1
F_max (hartree/bohr): 0.006
Total energy (Ha): -4194.67306
Kohn-Sham gap (alpha / beta) (eV): 8.28 / 8.05
2S+1: 2
<S²>: 0.76

=====

No. 4
DFT (ωB97M-V/def2-TZVPD) results for a molecular structure, C20H11Br3IrNO3.

The geometry in XYZ format:
```
39
Properties=species:S:1:pos:R:3:nbo_charge:R:1
Ir -0.0402 0.9522 -0.5794 1.06
Br -0.0256 1.0139 1.8774 0.29
C 1.8066 0.5432 2.0528 -0.07
C 2.3624 0.4884 3.2905 -0.25
C 3.7292 0.1398 3.3904 -0.21
C 4.4501 -0.1208 2.2644 -0.16
C 3.8607 -0.0584 0.9742 -0.08
C 4.6288 -0.3054 -0.1902 -0.22
C 4.0484 -0.2111 -1.4180 -0.18
C 2.6787 0.1202 -1.5415 -0.26
C 1.8687 0.3522 -0.4566 -0.23
C 2.4878 0.2672 0.8424 -0.04
H 1.7806 0.7112 4.1749 0.23
H 4.1940 0.0935 4.3664 0.22
H 5.5017 -0.3727 2.3360 0.21
H 5.6781 -0.5524 -0.0819 0.21
H 4.6364 -0.3906 -2.3100 0.21
H 2.2533 0.1807 -2.5353 0.21
Br -4.5959 3.4973 -0.5601 0.09
C -4.1965 1.6636 -0.4348 -0.17
C -5.2528 0.7317 -0.3958 -0.20
C -5.0250 -0.6097 -0.3005 -0.12
Br -6.4935 -1.8043 -0.2601 0.06
C -3.7008 -1.1042 -0.2458 -0.12
C -3.3253 -2.4655 -0.1807 -0.10
C -2.0070 -2.8117 -0.1751 -0.26
C -1.0269 -1.8080 -0.2317 0.08
N -1.3497 -0.5326 -0.2702 -0.39
C -2.6697 -0.1504 -0.2822 0.17
C -2.8825 1.2566 -0.3750 0.30
O -1.8218 2.0297 -0.3581 -0.73
H -6.2676 1.1020 -0.4482 0.24
H -4.0963 -3.2237 -0.1503 0.24
H -1.6948 -3.8456 -0.1352 0.23
H 0.0309 -2.0317 -0.2426 0.23
O 0.5113 2.6206 -2.0026 -0.63
C 0.1140 1.8445 -2.8980 0.63
O -0.2127 0.6521 -2.5632 -0.63
H 0.0631 2.1378 -3.9466 0.14
```

Computed properties:
LUMO level (eV): -0.57
F_max (hartree/bohr): 0.032
Total energy (Ha): -8875.62344
Kohn-Sham gap (eV): 7.29
2S+1: 1

=====

No. 5
DFT (ωB97M-V/def2-TZVPD) results for a molecular structure, C20H11ClCo2NO6.

The geometry in XYZ format:
```
41
Properties=species:S:1:pos:R:3:nbo_charge:R:1
O -0.2439 0.6403 -4.1703 -0.43
C -0.7616 0.0069 -3.3785 0.55
Co -1.5419 -0.9707 -2.0689 0.09
C -3.0390 -1.7004 -2.8027 0.57
O -3.9753 -2.1534 -3.2601 -0.41
C -0.3242 -2.1605 -1.5038 0.56
O 0.4679 -2.8805 -1.1113 -0.43
C -2.3705 -0.2527 -0.3212 -0.43
C -1.3355 0.6329 -0.8153 -0.40
C 0.0323 0.4679 -0.2917 -0.02
C 1.0543 1.3003 -0.7037 -0.12
C 2.4302 0.9434 -0.5937 -0.11
C 3.3900 1.7616 -1.1215 -0.23
C 3.0471 2.9607 -1.7351 -0.09
C 1.7157 3.3251 -1.8714 -0.21
C 0.7394 2.5122 -1.3786 -0.13
Co -3.2151 1.5280 -0.7941 0.18
C -3.2669 2.3236 0.8183 0.60
O -3.2560 2.8076 1.8542 -0.41
C -4.8163 0.8890 -1.4406 0.54
O -5.7982 0.4921 -1.8602 -0.40
C -2.5800 2.7128 -2.0167 0.50
O -2.1128 3.4406 -2.7560 -0.44
H -2.3882 -0.2560 0.7633 0.22
H 0.2479 -0.4085 0.3140 0.26
H 2.6875 -0.0229 -0.1910 0.23
H 4.4131 1.4213 -1.1468 0.24
H 3.8114 3.5740 -2.1865 0.24
H 1.4356 4.2083 -2.4303 0.24
H -0.3020 2.7675 -1.5498 0.21
Cl 2.1604 -4.2485 5.9252 0.05
C 1.7275 -3.3132 4.5266 0.02
C 2.5210 -3.2926 3.4010 -0.27
C 2.1247 -2.5407 2.3157 0.05
N 1.0270 -1.8074 2.2576 -0.47
C 0.2738 -1.8502 3.3510 0.04
C 0.5746 -2.5710 4.4836 -0.28
H 3.4204 -3.8752 3.3893 0.24
H 2.7465 -2.5509 1.4339 0.19
H -0.6386 -1.2796 3.3300 0.19
H -0.0825 -2.5810 5.3362 0.24
```

Computed properties:
LUMO level (eV): -5.84
Net charge: +1
F_max (hartree/bohr): 0.092
Total energy (Ha): -4500.25002
Kohn-Sham gap (eV): 6.03
2S+1: 1

=====

No. 6
DFT (ωB97M-V/def2-TZVPD) results for a molecular structure, C20H11F9N4O7PdS2.

The geometry in XYZ format:
```
54
Properties=species:S:1:pos:R:3:nbo_charge:R:1
Pd 0.2259 0.9346 -0.0898 1.33
O 3.8126 1.4708 -6.1211 -0.75
C 4.3624 1.4682 -5.0037 0.73
O 5.5764 1.4889 -4.7111 -0.77
C 3.4047 1.3374 -3.7983 -0.06
C 3.8728 1.4950 -2.4975 -0.23
C 3.0023 1.3712 -1.4318 0.03
N 1.7144 1.0896 -1.6205 -0.47
C 1.2379 0.9234 -2.8581 0.08
C 2.0559 1.0473 -3.9685 -0.20
C -0.2362 0.5590 -2.9470 0.74
O -0.7186 0.2476 -4.0256 -0.66
O -0.8908 0.6104 -1.8324 -0.77
H 4.9223 1.7103 -2.3506 0.24
H 3.3085 1.4997 -0.4017 0.22
H 1.6475 0.9077 -4.9587 0.26
N -5.0253 -5.4628 -0.4906 -0.81
C -4.3321 -4.4171 0.1421 0.16
C -4.1803 -4.4049 1.5249 -0.28
C -3.5176 -3.3568 2.1476 -0.20
C -3.0103 -2.3114 1.3943 -0.30
C -3.1678 -2.3095 0.0113 -0.18
C -3.8251 -3.3556 -0.6074 -0.26
S -2.1547 -0.9616 2.1695 2.33
O -3.0106 0.1897 2.1014 -0.95
O -1.7469 -1.4454 3.4703 -0.98
N -0.9348 -0.7124 1.1783 -0.99
C 0.0925 -1.5820 1.1055 0.25
S 0.2861 -3.1445 1.8511 0.36
C 1.8189 -3.3084 1.0657 -0.50
C 2.0858 -2.2064 0.3317 -0.02
N 1.1152 -1.2427 0.3478 -0.55
H -4.9948 -6.3351 0.0132 0.37
H -4.7728 -5.5898 -1.4582 0.37
H -4.5698 -5.2293 2.1130 0.19
H -3.3686 -3.3516 3.2192 0.23
H -2.7546 -1.4965 -0.5752 0.26
H -3.9334 -3.3595 -1.6862 0.21
H 2.4324 -4.1824 1.2032 0.23
H 2.9800 -2.0377 -0.2504 0.22
F -1.0972 2.6027 2.6302 -0.31
C 0.1985 2.8010 2.8973 0.95
F 0.2656 3.5110 4.0440 -0.34
F 0.7397 1.6079 3.1483 -0.31
C 0.9259 3.4869 1.6883 0.03
O 1.3408 2.6113 0.7689 -0.86
C 2.1744 4.2502 2.2443 0.95
F 2.8973 3.4411 3.0399 -0.33
F 2.9807 4.6480 1.2588 -0.31
F 1.8692 5.3508 2.9682 -0.34
C -0.0483 4.5339 1.0576 0.95
F 0.6202 5.4142 0.2959 -0.32
F -0.7274 5.2527 1.9801 -0.34
F -0.9489 3.9412 0.2727 -0.31
```

Computed properties:
LUMO level (alpha / beta) (eV): 3.79 / 3.74
Net charge: -2
F_max (hartree/bohr): 0.018
Total energy (Ha): -3337.68392
Kohn-Sham gap (alpha / beta) (eV): 7.10 / 7.05
2S+1: 3
<S²>: 2.00